Below is an isolated ion of composition C10H18N3 and charge +1 in a non-equilibrium geometry, with properties calculated with ωB97M-V with the def2-TZVPD basis set.

## Properties
- electronic energy (Ha) = -555.73902
- relative energy (zero: lowest compared OMol25 entry of this formula, charge and spin) (eV) = 5.095
- HOMO energy (eV) = -12.7
- SMILES string = C=C[C@@H](C)/C=C/[N@H+](C)CCN=C=N

```
! wB97M-V def2-TZVPD RIJCOSX def2/J DEFGRID3
* xyz 1 1
C 2.8397 -1.1746 -2.2662
C 2.5888 -0.5281 -1.1312
C 1.8463 -1.2920 0.0433
C 2.8793 -1.3186 1.2446
C 0.5740 -0.5027 0.5854
C -0.6786 -0.7412 0.1976
N -1.7606 0.0728 0.6752
C -2.8691 -0.5690 1.4513
C -2.5458 0.8149 -0.4963
C -1.6434 1.8669 -1.1982
N -1.0760 2.6197 -0.0795
C -0.3740 3.6007 -0.0283
N 0.2403 4.6522 0.1120
H 3.3318 -0.6859 -3.0764
H 2.3942 -2.1289 -2.5424
H 2.9710 0.4594 -0.9255
H 1.5364 -2.3188 -0.1558
H 2.3134 -1.2270 2.1781
H 3.5389 -0.4380 1.2400
H 3.3506 -2.2986 1.4346
H 0.8732 0.3252 1.1822
H -0.8208 -1.4205 -0.6416
H -1.2831 0.7549 1.2713
H -2.4641 -1.2578 2.2181
H -3.4500 0.2455 1.9238
H -3.3972 -1.0654 0.7145
H -3.3024 1.4726 -0.1314
H -2.9313 0.0924 -1.1542
H -0.9925 1.3172 -1.9395
H -2.2184 2.5825 -1.8099
H 0.1119 5.5355 0.4193
*
```


Below is C10H18N4O3SZn as an isolated structure in a non-equilibrium geometry, with properties calculated with ωB97M-V with the def2-TZVPD basis set.

## Properties
- electronic energy (Ha) = -3014.23690
- relative energy (zero: lowest compared OMol25 entry of this formula, charge and spin) (eV) = 0.000
- HOMO energy (eV) = -8.9

```
! wB97M-V def2-TZVPD RIJCOSX def2/J DEFGRID3
* xyz 0 1
Zn 0.0367 -0.0206 -0.2523
N -0.5461 1.4955 -1.6123
C 0.5296 2.5306 -1.7382
C 1.9132 1.8899 -1.9051
C 2.5214 1.4624 -0.5736
O 3.5522 1.9847 -0.1848
O 1.8275 0.5639 0.0968
H -0.7644 1.1113 -2.5218
H -1.3991 1.9088 -1.2642
H 0.5133 3.1286 -0.8303
H 0.3106 3.1954 -2.5675
H 2.5952 2.5984 -2.3605
H 1.8289 1.0212 -2.5681
S -0.4557 -2.2145 -0.8862
C -1.0508 -2.6743 0.6337
N -1.4459 -2.9879 1.6857
C -3.9642 -0.0770 1.1935
N -3.1169 -0.0121 2.3855
C -3.6782 -0.6427 3.5743
C -2.9101 -0.1916 4.7902
C -1.4633 -0.5735 4.6090
N -0.9622 -0.1259 3.3062
C 0.4981 -0.1832 3.1559
C -1.7702 0.1191 2.2514
O -1.3073 0.4993 1.1358
H -4.8649 0.5211 1.3524
H -4.2500 -1.1125 0.9909
H -3.4309 0.3046 0.3354
H -3.6335 -1.7290 3.4655
H -4.7252 -0.3517 3.6404
H -3.3064 -0.6483 5.6935
H -2.9987 0.8916 4.8856
H -1.3390 -1.6589 4.6848
H -0.8448 -0.1151 5.3781
H 0.9755 0.7683 3.3983
H 0.8059 -0.4640 2.1663
H 0.8669 -0.9502 3.8362
*
```


Below is one molecule with the formula C10H18N4O4 in a non-equilibrium geometry, with properties calculated with ωB97M-V with the def2-TZVPD basis set.

## Properties
- electronic energy (Ha) = -911.70218
- relative energy (zero: lowest compared OMol25 entry of this formula, charge and spin) (eV) = 5.888
- HOMO energy (eV) = -7.9

```
! wB97M-V def2-TZVPD RIJCOSX def2/J DEFGRID3
* xyz 0 1
C -3.4290 3.1485 0.5447
C -3.1014 1.6552 0.4345
C -1.9048 1.3060 1.2988
O -1.7476 -0.1209 1.3219
N -0.4189 -0.5465 1.4269
C 0.3351 -0.0524 2.5988
O 1.4716 -0.8371 2.7898
C 2.1305 -1.2116 1.5993
C 3.6710 -0.9722 1.6949
O 3.9778 0.2156 1.5403
O 4.3387 -1.9977 1.8845
N 1.6261 -0.3893 0.4359
C 0.2954 -0.4371 0.2772
N -0.3198 -0.3389 -0.8877
C 0.3735 -0.1990 -2.1590
C 0.6914 -1.5591 -2.7993
C 2.1259 -1.9727 -2.9385
N -0.2236 -2.3220 -3.2190
H -3.0656 3.5446 1.4918
H -2.9368 3.7077 -0.2442
H -4.4953 3.3377 0.5069
H -3.9449 1.0205 0.6915
H -2.8395 1.4315 -0.6006
H -1.0216 1.8040 0.8955
H -2.0587 1.6839 2.3092
H -0.2990 -0.1468 3.4723
H 0.6482 0.9817 2.4425
H 1.9413 -2.2622 1.3737
H 2.1322 -0.7226 -0.3765
H -1.3239 -0.3679 -0.9018
H -0.2532 0.3628 -2.8432
H 1.2935 0.3609 -2.0135
H 2.7814 -1.4784 -2.2234
H 2.2101 -3.0437 -2.8011
H 2.4822 -1.6872 -3.9261
H -1.1425 -1.8952 -3.0970
*
```


Below is an isolated ion of composition C10H18NP2 and charge +1 in a non-equilibrium geometry, with properties calculated with ωB97M-V with the def2-TZVPD basis set.

## Properties
- electronic energy (Ha) = -1128.98710
- relative energy (zero: lowest compared OMol25 entry of this formula, charge and spin) (eV) = 0.000
- HOMO energy (eV) = -12.6
- SMILES string = C=[N+]=P1=[P@@H]2CCCC2=C(C)CCC1

```
! wB97M-V def2-TZVPD RIJCOSX def2/J DEFGRID3
* xyz 1 1
C -0.7141 -3.3691 -0.0223
N -0.6236 -2.2751 0.6418
P 0.4200 -1.7506 1.8804
P -0.3372 0.2311 1.4757
C -2.1548 0.1308 1.7330
C -2.5700 0.1282 0.2652
C -1.7015 1.1855 -0.4315
C -0.3014 0.7644 -0.1847
C 0.7099 0.7358 -1.0309
C 0.4950 1.2002 -2.4889
C 2.1250 0.2639 -0.7765
C 2.5964 -0.2756 0.5826
C 2.0381 -1.6384 0.9922
H -0.1669 -4.2764 0.1689
H -1.4149 -3.5631 -0.8091
H -0.1076 1.0960 2.4812
H -2.5188 0.9281 2.3533
H -2.4366 -0.8477 2.2731
H -3.6955 0.2121 0.1865
H -2.3862 -0.8381 -0.2546
H -1.9779 1.3853 -1.4092
H -1.8040 2.1068 0.1377
H 1.4161 1.8447 -2.6521
H -0.3350 2.0289 -2.6056
H 0.2655 0.3353 -3.1762
H 2.7525 1.0997 -1.0382
H 2.3374 -0.5952 -1.4758
H 3.6773 -0.3969 0.5195
H 2.4611 0.5169 1.3256
H 1.9379 -2.3592 0.1332
H 2.6919 -2.1059 1.8512
*
```


Below is an isolated ion of composition C10H18NSi and charge +1 in a non-equilibrium geometry, with properties calculated with ωB97M-V with the def2-TZVPD basis set.

## Properties
- electronic energy (Ha) = -735.69229
- relative energy (zero: lowest compared OMol25 entry of this formula, charge and spin) (eV) = 3.321
- HOMO energy (eV) = -13.0

```
! wB97M-V def2-TZVPD RIJCOSX def2/J DEFGRID3
* xyz 1 1
C 2.1177 -1.6317 0.4314
C 3.0526 -0.7132 0.1817
C 1.6460 1.0319 -0.4693
C 0.6502 -1.5077 0.2088
C 0.0274 -0.4462 -0.1135
C -0.1578 -2.7715 0.4719
C 4.0723 1.3594 -0.1646
C -2.6841 -0.5125 -1.5278
C -1.4653 2.3322 -0.4345
C -2.3367 0.1807 1.6273
N 2.7714 0.5581 -0.2408
Si -1.7298 0.4560 -0.0991
H 2.4573 -2.6367 0.6504
H 4.1340 -0.9065 0.0510
H 1.2994 2.0915 -0.5350
H -1.0753 -2.3556 1.0833
H -0.5514 -3.3135 -0.3632
H 0.4720 -3.5409 0.9719
H 3.7504 2.3836 -0.2256
H 4.5665 0.9806 0.6853
H 4.5752 1.1509 -1.0829
H -2.0674 -0.4726 -2.4374
H -3.1217 -1.4979 -1.2524
H -3.5083 0.0897 -1.7612
H -0.6588 2.4771 -1.1468
H -2.3763 2.6870 -0.8256
H -1.1460 2.7334 0.4811
H -1.6706 0.2500 2.4070
H -2.9734 0.9976 1.8823
H -2.8768 -0.6649 1.9728
*
```


Below is C10H19AuN2O2P as an isolated structure in a non-equilibrium geometry, with properties calculated with ωB97M-V with the def2-TZVPD basis set.

## Properties
- <S²> = 2.01
- electronic energy (Ha) = -1129.10541
- HOMO energy (alpha / beta) (eV) = -10.3 / -12.9

```
! wB97M-V def2-TZVPD RIJCOSX def2/J DEFGRID3
* xyz 1 3
Au -0.2225 0.4370 -0.0846
H 1.0858 -1.8477 0.6153
H 1.1878 -2.0277 -0.0911
P 0.1335 0.1441 -2.4928
C -1.4089 -0.3125 -3.3065
H -1.3092 -0.2240 -4.3902
H -1.6701 -1.3488 -3.0722
H -2.2214 0.3384 -2.9766
C 0.5512 1.8057 -3.0692
H 1.5052 2.0884 -2.6103
H 0.6261 1.8626 -4.1564
H -0.2161 2.4964 -2.7095
C 1.3910 -0.9597 -3.1676
H 1.1472 -2.0034 -2.9485
H 1.4589 -0.8425 -4.2528
H 2.3686 -0.7332 -2.7321
C -2.0427 -0.8086 -0.2029
O -3.0334 -1.2591 0.1711
H 1.4581 0.9534 -0.2564
H -0.8036 1.9959 -0.4538
N -0.0644 2.8950 5.9907
C -0.0238 2.7714 4.6386
O 0.2685 3.7439 3.9178
C -0.3471 1.4047 4.1171
C -0.7576 0.2850 4.8815
C -0.9631 -0.9046 4.1736
C -0.7749 -0.9440 2.7839
N -0.4172 0.1410 2.0838
C -0.1966 1.2962 2.7394
H 0.1783 3.7593 6.4212
H -0.2601 2.0792 6.5624
H -0.9159 0.3793 5.9618
H -1.2708 -1.8324 4.6407
H -0.9008 -1.8431 2.1910
H 0.0807 2.1464 2.1197
*
```


Question: Which value of electronic energy does entry 2 give?
Answer: -3014.23690 Ha


Question: electronic energy of number 5 (C10H18NSi)?
Answer: -735.69229 Ha